Entry 1:
Computed, not measured: a structure of composition C36H37FeNP4S2, with wB97M-V/def2-TZVPD.

Each line ends with the Mulliken spin population.
Positions of all 81 atoms, in Å:
1 Fe -1.2420 -0.4666 0.3246  3.823
2 S -0.4990 -1.6300 2.2544  0.056
3 P 1.4380 0.6227 0.0031  0.015
4 C 0.1968 0.3204 -1.1290  0.554
5 P 0.0702 -1.1288 -2.0812  -0.059
6 S -1.7573 -1.9331 -1.7071  0.110
7 C 0.2237 -0.7039 -3.8306  0.039
8 C 0.3702 -1.7102 -4.7867  -0.007
9 C 0.4285 -1.3905 -6.1316  0.002
10 C 0.3355 -0.0627 -6.5348  0.001
11 C 0.1805 0.9394 -5.5900  0.011
12 C 0.1221 0.6201 -4.2397  0.029
13 C 1.2944 -2.4312 -1.8000  0.024
14 C 1.0615 -3.4416 -0.8714  -0.001
15 C 2.0167 -4.4220 -0.6484  0.003
16 C 3.2069 -4.4095 -1.3604  0.000
17 C 3.4478 -3.4061 -2.2900  0.002
18 C 2.4995 -2.4206 -2.5047  -0.008
19 C 3.1009 0.0148 -0.4191  0.065
20 C 3.6829 -0.9702 0.3694  0.001
21 C 4.9563 -1.4434 0.0767  0.014
22 C 5.6512 -0.9256 -1.0050  -0.001
23 C 5.0732 0.0600 -1.7995  0.008
24 C 3.8038 0.5294 -1.5093  -0.013
25 C 1.6672 2.4282 0.0670  0.102
26 C 2.6083 2.9412 0.9619  0.039
27 C 2.8435 4.3039 1.0311  0.003
28 C 2.1285 5.1713 0.2124  0.016
29 C 1.1815 4.6703 -0.6675  -0.001
30 C 0.9500 3.3018 -0.7421  0.070
31 H 0.4323 -2.7481 -4.4822  -0.001
32 H 0.5483 -2.1762 -6.8656  0.000
33 H 0.3811 0.1862 -7.5868  0.000
34 H 0.1077 1.9729 -5.9023  0.001
35 H 0.0040 1.4009 -3.4976  -0.031
36 H 0.1184 -3.4730 -0.3395  0.001
37 H 1.8235 -5.2080 0.0699  0.000
38 H 3.9441 -5.1848 -1.1965  0.000
39 H 4.3750 -3.3894 -2.8473  0.000
40 H 2.7038 -1.6379 -3.2236  0.000
41 H 3.1338 -1.3773 1.2117  0.019
42 H 5.4031 -2.2132 0.6921  0.000
43 H 6.6456 -1.2875 -1.2326  0.000
44 H 5.6198 0.4648 -2.6417  0.000
45 H 3.3602 1.3040 -2.1256  0.000
46 H 3.1771 2.2667 1.5942  0.000
47 H 3.5846 4.6906 1.7181  0.000
48 H 2.3128 6.2366 0.2563  0.001
49 H 0.6270 5.3435 -1.3083  0.001
50 H 0.2134 2.9036 -1.4288  -0.009
51 C -5.5042 1.7238 1.3018  0.007
52 P -3.7290 1.3785 1.6159  0.010
53 C -4.3200 -1.1272 0.3406  0.032
54 C -3.7752 0.4594 3.2276  0.001
55 C -5.0088 0.2276 3.8370  -0.001
56 C -5.1277 -0.4489 5.0428  0.000
57 C -3.9952 -0.9232 5.6759  0.002
58 C -2.7566 -0.7079 5.0967  -0.005
59 C -2.6231 -0.0125 3.8968  -0.008
60 P -0.9289 0.0779 3.2521  0.038
61 C 0.1802 0.1541 4.6731  0.004
62 C -0.6796 1.7107 2.5158  0.066
63 H -6.1753 0.8635 1.2539  0.000
64 H -5.5791 2.2858 0.3683  0.000
65 H -5.8701 2.3945 2.0800  0.000
66 H -5.3043 -1.0663 0.7900  0.003
67 H -3.9918 -2.1216 0.0607  -0.002
68 H -3.5508 -0.4466 -1.5448  0.004
69 H -5.9130 0.5874 3.3695  0.000
70 H -6.1056 -0.6049 5.4781  0.000
71 H -4.0692 -1.4591 6.6123  0.000
72 H -1.8825 -1.0947 5.6027  -0.001
73 H -0.1163 0.9476 5.3594  0.001
74 H 1.1737 0.3635 4.2750  0.001
75 H 0.2138 -0.8030 5.1876  0.001
76 H -1.3865 2.3575 3.0383  0.002
77 H -0.8490 1.8296 1.4469  -0.009
78 H 0.3483 2.0022 2.7287  -0.015
79 N -4.0958 -0.1231 -0.7381  0.006
80 C -3.3110 -0.0811 0.5627  -0.016
81 H -4.8241 0.5543 -0.9234  0.000

Atomic forces in eV per Å
Fe -0.2946 -0.1376 -0.7602
S 0.0438 0.5150 0.1351
P 0.1729 0.2376 -0.5453
C -0.0969 -0.6552 0.5531
P -0.0971 0.3275 -0.1838
S 0.1724 -0.1319 0.1571
C -0.0449 -0.1139 -0.1150
C -0.0797 -0.0561 0.0228
C 0.0078 0.0615 -0.0096
C -0.0036 -0.0491 0.0199
C 0.0046 0.0122 0.0057
C 0.0586 0.0793 0.0438
C 0.2327 -0.1106 -0.0996
C -0.0776 0.0667 0.0519
C 0.0248 -0.0089 0.0144
C -0.0047 0.0302 -0.0253
C -0.0264 -0.0388 0.0576
C 0.0062 0.0825 -0.0115
C 0.0941 0.0544 0.0040
C -0.0066 -0.0806 0.0663
C -0.0176 0.0446 -0.0223
C -0.0297 0.0131 -0.0117
C 0.0465 -0.0371 0.0112
C -0.0178 0.0467 0.0075
C 0.0679 -0.0223 0.1982
C 0.0331 -0.0041 0.0282
C -0.0428 0.0093 -0.0278
C -0.0055 0.0133 -0.0053
C -0.0009 -0.0402 0.0142
C -0.0948 0.0220 0.0029
H 0.0128 0.0092 0.0281
H -0.0101 0.0053 -0.0083
H 0.0069 0.0061 0.0009
H -0.0029 0.0014 0.0033
H 0.0075 -0.0170 0.0106
H 0.0082 -0.0203 -0.0039
H -0.0127 0.0065 0.0042
H 0.0018 0.0003 0.0023
H 0.0017 0.0055 -0.0020
H -0.0258 -0.0085 -0.0213
H -0.0011 0.0043 -0.0067
H -0.0087 -0.0027 0.0062
H 0.0030 0.0049 -0.0004
H -0.0075 0.0034 -0.0029
H -0.0152 -0.0018 0.0159
H 0.0031 -0.0107 -0.0229
H 0.0040 0.0021 -0.0016
H 0.0082 -0.0030 0.0209
H -0.0001 0.0059 0.0017
H 0.0228 -0.0098 -0.0119
C -0.1524 -0.0412 -0.0766
P 0.1672 -0.0391 0.1812
C 0.0150 0.0231 -0.2728
C -0.0367 -0.0651 0.0064
C -0.0054 0.0406 -0.0011
C 0.0541 0.0244 -0.0325
C -0.0257 -0.0256 0.0220
C 0.0220 -0.0002 0.0635
C -0.1247 0.0857 -0.2235
P -0.0311 -0.6509 0.4070
C -0.0148 0.0481 0.0237
C 0.0255 0.0546 -0.0057
H 0.0212 -0.0043 0.0148
H 0.0309 0.0093 0.0009
H 0.0249 0.0143 -0.0048
H -0.0022 -0.0215 -0.0058
H -0.0460 -0.0153 0.0236
H 0.0130 -0.0066 0.0138
H -0.0197 -0.0247 0.0201
H -0.0061 0.0084 -0.0042
H 0.0114 0.0040 0.0004
H 0.0092 -0.0025 -0.0264
H 0.0098 0.0031 0.0025
H 0.0111 -0.0184 0.0204
H -0.0097 0.0011 0.0078
H 0.1462 0.1466 -0.0059
H -0.0689 -0.1301 -0.0117
H 0.0015 0.0601 -0.0421
N 0.1166 -0.1138 0.1334
C -0.0744 0.5756 0.1313
H -0.0822 -0.0504 0.0522

Results
HOMO level (alpha / beta) = -9.3 / -10.5 eV
multiplicity = 6
charge = +1
energy relative to the best compared isomer or geometry (same formula, charge and spin) = 204.5 kJ/mol
LUMO (alpha / beta) = -2.093 / -3.419 eV
⟨S²⟩ = 8.7729
electronic energy = -132629.44957 eV
Kohn-Sham gap (alpha / beta) = 7.2 / 7.1 eV

=====

Entry 2:
Computed, not measured: a cluster of 5 separate species, C6H21NO4 in total in a non-equilibrium geometry, with wB97M-V/def2-TZVPD.

Each line ends with the Mulliken charge.
Positions of all 32 atoms, in Å:
1 C 0.3673 -3.4778 -0.7678  -1.013
2 C -0.0091 -2.4612 0.2860  -0.807
3 C -0.8019 -1.2662 -0.2129  0.282
4 C -0.2174 -0.1390 -0.6069  -0.310
5 N 1.0459 0.1227 -1.0664  -0.266
6 C -2.3262 -1.3976 -0.2498  -0.673
7 C -2.8046 -0.9067 1.0962  -1.011
8 H 1.3038 -3.2752 -1.2410  0.312
9 H 0.4420 -4.5095 -0.2760  0.324
10 H -0.3188 -3.3902 -1.6841  0.264
11 H -0.7617 -2.9808 1.0044  0.287
12 H 0.7017 -2.0749 0.9733  0.482
13 H -0.9306 0.7447 -0.8295  0.294
14 H 1.5649 0.9038 -0.8352  0.173
15 H 1.6320 -0.6836 -1.3427  0.119
16 H -2.8716 -1.0235 -1.1374  0.404
17 H -2.5119 -2.5752 -0.2006  0.254
18 H -3.7924 -1.2957 1.2554  0.364
19 H -2.8579 0.1754 1.2056  0.201
20 H -2.1251 -1.4114 1.7731  0.347
21 O 0.4398 3.4891 -1.6021  -0.622
22 H 0.9572 3.6774 -0.8220  0.315
23 H 1.0343 3.4188 -2.3986  0.311
24 O 2.1433 3.1458 2.2328  -0.650
25 H 1.2587 3.5223 2.2210  0.332
26 H 1.7686 2.1808 1.9318  0.327
27 O -0.9193 3.0018 2.1349  -0.642
28 H -1.8308 3.2041 2.3443  0.299
29 H -1.0253 2.5068 1.2755  0.328
30 O 3.5410 0.9309 -1.7240  -0.617
31 H 3.9203 0.1913 -1.3590  0.294
32 H 3.9835 1.6524 -1.3782  0.298

Atomic forces in eV per Å
C -0.5014 -1.0536 -0.4680
C -3.3646 -0.3350 0.8433
C 0.2560 -0.2802 -0.9176
C -2.2924 2.1755 -1.0018
N 0.3680 -3.2256 -0.5140
C 0.5365 -2.5119 0.3264
C -0.6702 -0.3653 -0.3736
H 1.0319 0.1940 -0.0053
H -0.3068 1.2336 -1.2010
H 0.3944 -0.6719 1.6506
H 1.1309 0.5902 -1.0104
H 1.4704 -0.0440 0.1850
H 1.0066 -1.2155 0.3315
H 0.7628 1.7282 0.3761
H -0.6911 0.9114 0.5253
H 0.5624 0.0513 0.4891
H 0.1898 2.3217 -0.4826
H -0.7016 -0.0682 0.4283
H 0.4364 -0.0017 0.0822
H -0.0897 0.4838 0.7519
O 0.1957 -0.2895 -1.4976
H 0.5552 0.1539 0.0227
H -0.7309 0.1235 1.6042
O -1.7694 -3.9932 -1.5706
H -0.2782 0.8518 0.3757
H 1.9457 3.0946 1.1918
O -0.0088 -0.9306 -1.6623
H -0.2523 0.2331 0.3253
H 0.3399 0.6569 1.2099
O -2.4949 0.6182 -2.4129
H 1.4791 -2.7083 1.3363
H 1.4904 2.2728 1.0620

Results
HOMO level = -7.6 eV
SMILES = CCC(=CN)CC.O.O.O.O
energy relative to the best compared isomer or geometry (same formula, charge and spin) = 259.9 kJ/mol
LUMO = 0.315 eV
electronic energy = -16240.55439 eV
Kohn-Sham gap = 8.0 eV

=====

Entry 3:
Computed, not measured: the molecule C9H12F3N5O in a non-equilibrium geometry, with wB97M-V/def2-TZVPD.

Each line ends with the Mulliken charge.
Positions of all 30 atoms, in Å:
1 C 1.9638 -2.5182 -1.7071  -1.105
2 C 2.0923 -0.9787 -1.9051  -0.271
3 N 3.1488 -0.2186 -2.4606  0.264
4 N 2.8199 1.0533 -2.6783  -0.802
5 C 1.6207 1.1719 -2.1285  -0.208
6 C 1.0449 2.5429 -1.8695  1.088
7 F 1.0540 2.8202 -0.5376  -0.219
8 F -0.0744 2.7566 -2.6145  -0.254
9 F 1.9128 3.4218 -2.4854  -0.302
10 C 1.0665 -0.1297 -1.6071  0.906
11 N -0.0670 -0.4847 -0.8187  -0.256
12 N -0.6817 0.3348 -0.1741  -0.106
13 N -1.5161 -0.2735 0.6953  -0.018
14 C -2.7936 0.5396 1.0248  -0.507
15 C -2.5218 1.2026 2.4150  -0.398
16 O -2.2303 0.1192 3.4179  -0.367
17 C -1.0067 -0.6211 3.1015  -0.547
18 C -1.0605 -1.2376 1.6314  -0.626
19 H 0.8809 -2.7095 -1.4243  0.248
20 H 2.3665 -2.9120 -2.6318  0.415
21 H 2.5276 -2.7996 -0.7957  0.275
22 H 3.9979 -0.6660 -2.7565  0.210
23 H -2.8169 1.3635 0.3003  0.360
24 H -3.6465 -0.1475 0.9920  0.287
25 H -3.4573 1.6712 2.7247  0.316
26 H -1.7722 2.0723 2.4055  0.253
27 H -0.0994 -0.0189 3.2099  0.315
28 H -0.8258 -1.4980 3.7455  0.349
29 H -0.1821 -1.7495 1.2337  0.435
30 H -1.7445 -2.1070 1.6973  0.266

Atomic forces in eV per Å
C 0.0977 2.1739 1.1188
C 0.0048 -0.7586 0.2017
N -2.2705 -2.7783 0.5737
N -0.7969 0.0405 1.2444
C -1.1165 -1.1577 1.2790
C 2.4682 0.3025 -2.5463
F -1.2076 0.1115 -1.5779
F -0.4722 -0.2394 2.0990
F -0.2931 0.0613 1.1583
C 1.0722 3.2865 -0.6045
N 2.9232 -2.5250 -1.3916
N -0.9773 1.8284 0.0357
N -2.9591 1.4694 -0.2464
C 3.6582 0.2332 1.0013
C -0.2835 -0.9950 0.3166
O 1.1324 0.6000 -1.3718
C 0.1385 -0.4219 -1.5040
C -0.8818 -0.8353 1.3888
H 1.3274 0.0737 -1.0106
H -0.3159 -0.9607 0.1342
H 0.0846 -0.1744 -0.7525
H 0.1736 0.5564 -0.4122
H -0.3209 -0.5529 -0.1138
H 0.1813 0.3829 0.1345
H 0.0091 -0.2358 0.4604
H -0.4928 -1.7098 -0.1605
H -0.2733 0.4859 -0.0629
H -0.8368 0.5696 0.3000
H 0.4862 0.6546 0.4120
H -0.2591 0.5149 -0.1033

Results
HOMO level = -8.1 eV
SMILES = Cc1[nH]nc(C(F)(F)F)c1/N=N/N1CCOCC1
LUMO = 0.683 eV
electronic energy = -27173.87534 eV
Kohn-Sham gap = 8.8 eV